# 1
This record from OMol25 describes a structure of composition C28H35N10W. The level of theory is ωB97M-V with the def2-TZVPD basis set.

The energy relative to the best compared isomer or geometry (same formula, charge and spin) is 0.000 eV. The net charge is +3. The value obtained for the highest occupied orbital energy (spin up / spin down) is -15.0588 / -15.0586 eV. The calculation puts the gap between HOMO and LUMO (spin up / spin down) at 0.158 / 0.177 Ha. Its expectation value of S² is 2.03. The value obtained for the calculated total energy is -1701.6602 Ha. The spin multiplicity is 3.

Atoms and positions in Å:
1 W -0.68849 -0.15989 -0.49801
2 C -1.89810 2.62950 -1.31749
3 N -0.66258 1.85463 -1.20108
4 C 0.45788 2.23779 -1.75525
5 C 1.53253 1.33449 -1.67898
6 C 2.83302 1.29910 -2.15748
7 C 3.36579 0.05011 -1.79309
8 C 2.38239 -0.63845 -1.11561
9 N 1.24420 0.12285 -1.02521
10 C -2.95287 1.63564 -1.72606
11 C -2.99308 0.40617 -1.03168
12 C -3.91809 -0.59592 -1.37681
13 C -4.75956 -0.39594 -2.45120
14 C -4.70112 0.81088 -3.14875
15 C -3.80536 1.81767 -2.79704
16 H -1.78631 3.42859 -2.05010
17 H -2.15174 3.08200 -0.35404
18 H 0.53473 3.19899 -2.25647
19 H 3.33319 2.08150 -2.70621
20 H 4.36239 -0.30827 -1.99116
21 H 2.43494 -1.61952 -0.66718
22 H -2.66396 0.41242 0.03365
23 H -3.99880 -1.48821 -0.76842
24 H -5.49116 -1.14198 -2.72924
25 H -5.37526 0.97384 -3.98014
26 H -3.78479 2.73958 -3.36367
27 C -2.46824 -3.46732 -3.11345
28 N -1.52674 -2.89339 -2.13558
29 C -0.55801 -1.94606 -2.62124
30 C -1.62924 -3.08165 -0.80687
31 N -1.19299 -2.05135 -0.00139
32 N -2.13499 -4.18031 -0.28035
33 C -2.56768 -4.24320 1.12266
34 C -2.07621 -5.49004 -0.96080
35 H -2.77190 -2.66775 -3.78742
36 H -3.34794 -3.83691 -2.59511
37 H -2.01240 -4.27146 -3.68785
38 H -0.44236 -2.02499 -3.70189
39 H 0.42162 -2.10453 -2.17576
40 H -0.88388 -0.86401 -2.53653
41 H -1.17323 -2.31567 0.98010
42 H -3.00341 -3.29565 1.43382
43 H -1.73602 -4.52024 1.77258
44 H -3.33854 -5.00592 1.19823
45 H -1.38148 -5.44935 -1.79241
46 H -3.06269 -5.80113 -1.29920
47 H -1.70399 -6.21172 -0.23579
48 C 1.59357 1.62113 1.81267
49 C 0.35180 0.94030 2.26058
50 N -0.59157 0.32986 1.49772
51 C -1.57487 -0.13059 2.38917
52 C -1.21070 0.18814 3.64419
53 N -0.00768 0.85189 3.53984
54 C 0.74010 1.32096 4.76272
55 N -0.14158 1.90534 5.68394
56 N -0.76660 1.05933 6.58255
57 N -1.61766 1.71296 7.24302
58 C -1.61515 3.03189 6.81593
59 C -2.36683 4.11891 7.26889
60 C -2.13983 5.32462 6.64799
61 C -1.18992 5.45145 5.61264
62 C -0.44006 4.38623 5.16274
63 C -0.67987 3.16565 5.79627
64 H 1.60330 1.76406 0.73874
65 H 2.47546 1.04206 2.09245
66 H 1.66855 2.60120 2.28438
67 H -2.47317 -0.61770 2.04916
68 H -1.67939 0.02607 4.60182
69 H 1.52540 2.00012 4.44162
70 H 1.16976 0.42995 5.21743
71 H -3.08034 4.00652 8.07243
72 H -2.68641 6.20202 6.96324
73 H -1.03557 6.42620 5.16970
74 H 0.31070 4.51501 4.39397

---

# 2
This record from OMol25 describes a structure of composition C28H35N5P2SV at a distorted geometry. The level of theory is ωB97M-V with the def2-TZVPD basis set.

The net charge is 0. The value obtained for the highest occupied orbital energy (spin up / spin down) is -6.7014 / -8.4895 eV. The calculation puts the gap between HOMO and LUMO (spin up / spin down) at 0.246 / 0.293 Ha. Its expectation value of S² is 3.78. The value obtained for the calculated total energy is -3386.4788 Ha. The spin multiplicity is 4.

Atoms and positions in Å:
1 V -3.18466 1.39159 2.50607
2 C -1.54684 1.97982 3.94015
3 C -1.18719 2.08605 2.58252
4 C -0.57946 0.97660 1.77226
5 C -1.55286 0.01886 1.04847
6 C -2.65678 -0.59635 1.83793
7 C -2.67088 -0.73496 3.23007
8 C -1.48071 -0.58419 4.12180
9 C -1.25124 0.80205 4.79184
10 C -4.21900 2.63850 1.28545
11 H -1.78251 2.90209 4.48093
12 H -1.16995 3.07804 2.12026
13 H 0.14779 0.40816 2.37112
14 H 0.03304 1.44666 0.97884
15 H -1.97010 0.53471 0.17092
16 H -0.93154 -0.78124 0.62909
17 H -3.45037 -1.08079 1.25605
18 H -3.52172 -1.24756 3.70125
19 H -0.56021 -0.90218 3.61129
20 H -1.61249 -1.26972 4.97734
21 H -1.88413 0.85815 5.69611
22 H -0.21127 0.79813 5.17324
23 H -4.72201 3.38006 1.92438
24 H -4.95944 2.02498 0.74928
25 H -3.52012 3.11410 0.58525
26 P -0.45533 -1.07533 -1.92040
27 P 1.96640 1.24449 -0.64244
28 N -0.67584 -2.79998 -1.59189
29 N -0.73742 -1.25172 -3.67319
30 N 3.14303 0.42399 0.39875
31 N 3.14445 2.45221 -1.19833
32 C 1.38990 -1.16928 -2.02802
33 C 2.08310 0.19597 -2.16713
34 C -1.79088 -3.32959 -0.93291
35 C -1.72491 -4.71742 -0.98090
36 C -0.52731 -5.06468 -1.69300
37 C 0.10616 -3.87388 -2.02817
38 C -1.74517 -0.53607 -4.33053
39 C -1.65808 -0.78177 -5.69634
40 C -0.57759 -1.70927 -5.89143
41 C -0.04296 -1.98440 -4.63460
42 C 3.06809 0.35522 1.80746
43 C 3.86594 -0.69842 2.25109
44 C 4.47318 -1.28283 1.08995
45 C 4.04730 -0.55824 -0.00941
46 C 4.53586 2.36200 -1.32337
47 C 5.00863 3.47672 -2.00807
48 C 3.85877 4.25421 -2.39414
49 C 2.73497 3.57519 -1.93796
50 H 1.69534 -1.79269 -2.88057
51 H 1.71574 -1.67298 -1.10919
52 H 3.13293 0.02386 -2.45461
53 H 1.63990 0.78565 -2.99140
54 H -2.52111 -2.65996 -0.49100
55 H -2.45603 -5.40675 -0.56532
56 H -0.18723 -6.05897 -1.95938
57 H 1.07798 -3.70255 -2.46486
58 H -2.40494 0.08272 -3.74234
59 H -2.28313 -0.34661 -6.46473
60 H -0.23848 -2.12588 -6.82844
61 H 0.77645 -2.62463 -4.35461
62 H 2.48549 1.08410 2.36242
63 H 4.01026 -1.01484 3.28302
64 H 5.13221 -2.14024 1.03398
65 H 4.31571 -0.67964 -1.04734
66 H 5.05645 1.51337 -0.91539
67 H 6.04905 3.72208 -2.17249
68 H 3.86679 5.20197 -2.91737
69 H 1.67728 3.77168 -2.02967
70 S -6.09071 2.15418 5.97947
71 C -5.13360 1.72617 4.80256
72 N -4.36197 1.41126 3.92032